Entry 1:
Computed, not measured: the molecule C23H27ClN4O6 at a distorted geometry, with ωB97M-V with the def2-TZVPD basis set.

Summary:
**SMILES string**: COCCCNC(=O)C(=O)N/N=C/c1ccc(OCC(=O)Nc2cccc(Cl)c2C)c(OC)c1
**E_HOMO**: -8.2375 eV
**Frontier orbital gap**: 8.254 eV
**LUMO**: 0.0006 hartree
**ΔE to the lowest compared entry with this formula, charge and spin**: 2.1 kJ/mol
**Max |F|**: 0.02677 hartree/bohr
**Calculated total energy**: -55056.8623 eV

```
! wB97M-V def2-TZVPD RIJCOSX def2/J DEFGRID3
* xyz 0 1
C -10.287 -1.321 0.952
H -10.560 -2.057 1.706
O -8.987 -0.893 1.271
C -8.512 0.180 0.491
C -8.108 -0.218 -0.935
H -7.681 0.653 -1.432
H -8.988 -0.532 -1.497
C -7.092 -1.364 -0.939
N -5.825 -0.968 -0.377
C -4.746 -0.665 -1.099
O -4.643 -0.733 -2.314
C -3.578 -0.208 -0.217
O -3.675 -0.108 0.989
N -2.492 0.060 -0.976
N -1.326 0.497 -0.483
C -0.364 0.741 -1.281
C 0.905 1.224 -0.791
C 1.943 1.511 -1.670
C 3.152 1.990 -1.194
C 3.340 2.192 0.163
C 2.300 1.878 1.070
C 1.099 1.407 0.584
H 0.277 1.163 1.235
O 2.598 2.061 2.384
C 1.591 1.797 3.334
H 0.714 2.431 3.175
H 1.287 0.746 3.313
H 2.035 2.027 4.301
O 4.487 2.665 0.740
C 5.590 2.943 -0.087
C 6.230 1.689 -0.708
O 6.903 1.752 -1.711
N 5.948 0.578 0.011
C 6.286 -0.754 -0.250
C 7.302 -1.078 -1.141
C 7.625 -2.403 -1.363
C 6.949 -3.407 -0.696
C 5.933 -3.072 0.187
C 5.569 -1.752 0.429
C 4.448 -1.390 1.360
H 3.967 -2.287 1.735
H 4.817 -0.824 2.217
H 3.696 -0.792 0.843
Cl 5.113 -4.372 0.990
H 7.198 -4.444 -0.855
H 8.413 -2.655 -2.055
H 7.823 -0.290 -1.657
H 5.354 0.723 0.818
H 6.331 3.412 0.569
H 5.344 3.651 -0.886
H 3.945 2.197 -1.895
H 1.812 1.362 -2.731
H -0.464 0.601 -2.365
H -2.617 -0.083 -1.987
H -5.746 -0.841 0.625
H -7.486 -2.203 -0.360
H -6.898 -1.683 -1.967
H -7.641 0.560 1.032
H -9.267 0.979 0.446
H -10.998 -0.486 0.987
H -10.339 -1.787 -0.038
*
```

---

Entry 2:
Computed, not measured: a cluster of 5 separate species, C36H43I2N2O7PS in total at a distorted geometry, with ωB97M-V with the def2-TZVPD basis set.

Summary:
**SMILES string**: CC(=O)OC[C@]1([PH2]=N)OS(=O)(=O)O[C@]1(CC(=O)N(C)C)/C(I)=C(/C)I.c1ccccc1.c1ccccc1.c1ccccc1.c1ccccc1
**E_HOMO**: -8.8581 eV
**Frontier orbital gap**: 8.602 eV
**LUMO**: -0.0094 hartree
**ΔE to the lowest compared entry with this formula, charge and spin**: 0.0 kJ/mol
**Max |F|**: 0.02333 hartree/bohr
**Calculated total energy**: -91663.7630 eV

```
! wB97M-V def2-TZVPD RIJCOSX def2/J DEFGRID3
* xyz 0 1
C -1.123 -2.412 2.677
C -1.531 -2.167 1.261
O -2.609 -1.762 0.927
O -0.565 -2.466 0.370
C -0.794 -1.921 -0.935
C 0.343 -2.313 -1.879
P 1.830 -2.613 -0.633
N 2.106 -1.272 0.128
O 0.869 -1.265 -2.711
S 1.940 -1.930 -3.723
O 1.599 -1.618 -5.058
O 3.244 -1.631 -3.253
O 1.581 -3.450 -3.360
C 0.140 -3.472 -2.879
C -0.066 -4.795 -2.099
C -1.151 -5.801 -2.486
O -0.882 -6.704 -3.229
N -2.373 -5.728 -1.810
C -3.177 -4.565 -2.198
C -3.158 -6.950 -2.024
C -0.607 -3.361 -4.225
I 0.148 -4.768 -5.628
C -1.565 -2.569 -4.722
C -2.109 -2.684 -6.119
I -2.416 -0.934 -3.723
H -1.140 -1.450 3.187
H -0.135 -2.857 2.744
H -1.870 -3.061 3.127
H -0.859 -0.837 -0.882
H -1.740 -2.305 -1.282
H 2.940 -3.015 -1.364
H 1.532 -3.732 0.152
H 1.980 -1.419 1.124
H 0.869 -5.343 -2.207
H -0.193 -4.564 -1.043
H -3.941 -4.394 -1.441
H -2.559 -3.678 -2.208
H -3.629 -4.693 -3.183
H -2.590 -7.830 -1.746
H -3.520 -7.021 -3.051
H -4.031 -6.886 -1.373
H -2.417 -3.703 -6.340
H -1.366 -2.321 -6.829
H -2.986 -2.049 -6.225
C 1.817 4.385 -1.995
C 1.933 4.270 -0.616
C 2.134 3.023 -0.040
C 2.224 1.889 -0.838
C 2.109 2.009 -2.217
C 1.903 3.255 -2.795
H 1.660 5.357 -2.445
H 1.868 5.152 0.008
H 2.221 2.932 1.036
H 2.386 0.914 -0.392
H 2.182 1.127 -2.840
H 1.811 3.345 -3.870
C 6.121 1.001 -1.672
C 5.821 1.935 -0.690
C 6.844 2.586 -0.015
C 8.168 2.310 -0.327
C 8.468 1.379 -1.311
C 7.445 0.722 -1.981
H 5.321 0.491 -2.194
H 4.788 2.150 -0.453
H 6.608 3.311 0.754
H 8.966 2.822 0.196
H 9.501 1.164 -1.556
H 7.680 -0.007 -2.746
C -4.426 3.124 0.960
C -3.971 3.925 1.998
C -3.156 3.386 2.984
C -2.792 2.048 2.927
C -3.245 1.245 1.888
C -4.065 1.785 0.907
H -5.064 3.544 0.193
H -4.251 4.970 2.039
H -2.804 4.010 3.796
H -2.152 1.631 3.695
H -2.963 0.203 1.837
H -4.421 1.158 0.099
C -2.134 6.222 8.422
C -3.489 6.011 8.210
C -3.912 4.937 7.440
C -2.980 4.070 6.887
C -1.625 4.280 7.101
C -1.202 5.358 7.866
H -1.804 7.061 9.021
H -4.216 6.684 8.645
H -4.969 4.775 7.269
H -3.311 3.231 6.289
H -0.898 3.604 6.670
H -0.145 5.524 8.029
*
```

---

Entry 3:
Computed, not measured: the ion C6H13N4 with charge +1 at a distorted geometry, with ωB97M-V with the def2-TZVPD basis set.

Summary:
**SMILES string**: N[C@]12CN3CN(C[N@@H+]1C3)C2
**E_HOMO**: -12.6436 eV
**Frontier orbital gap**: 9.700 eV
**LUMO**: -0.1082 hartree
**ΔE to the lowest compared entry with this formula, charge and spin**: 209.3 kJ/mol
**Max |F|**: 0.09348 hartree/bohr
**Calculated total energy**: -12384.7390 eV

```
! wB97M-V def2-TZVPD RIJCOSX def2/J DEFGRID3
* xyz 1 1
C 0.023 1.387 0.861
C -0.426 -1.134 1.081
C 1.817 -0.170 0.735
C 0.808 0.983 -1.187
C 0.527 -1.426 -0.931
C -1.011 0.053 0.186
N 1.236 1.111 0.169
N 0.906 -1.298 0.448
N -2.326 0.397 0.012
N -0.250 -0.121 -1.131
H -0.350 2.318 0.455
H 0.142 1.223 1.862
H -0.241 -0.716 2.126
H -1.031 -2.054 0.931
H 2.798 -0.417 0.386
H 1.876 -0.177 1.851
H 0.287 1.811 -1.534
H 1.601 0.710 -1.824
H 1.380 -1.417 -1.576
H -0.162 -2.307 -0.909
H -2.739 0.866 0.710
H -2.919 -0.228 -0.554
H -0.739 -0.193 -2.049
*
```

---

Entry 4:
Computed, not measured: the ion C7H15N2O with charge +1 at a distorted geometry, with ωB97M-V with the def2-TZVPD basis set.

Summary:
**SMILES string**: CC(=[NH+]/[O-])/[N+](C)=C/C(C)C
**E_HOMO (spin up / spin down)**: -12.8538 / -12.8496 eV
**Frontier orbital gap (spin up / spin down)**: 8.076 / 8.070 eV
**LUMO (spin up / spin down)**: -0.1756 / -0.1756 hartree
**ΔE to the lowest compared entry with this formula, charge and spin**: 576.1 kJ/mol
**Max |F|**: 0.09715 hartree/bohr
**Calculated total energy**: -12518.6937 eV

```
! wB97M-V def2-TZVPD RIJCOSX def2/J DEFGRID3
* xyz 1 1
C -2.062 -0.061 -0.082
C 0.300 0.364 -0.254
C -3.148 -1.042 -0.471
C 2.423 -0.538 -0.745
C 2.306 1.803 0.336
C -0.190 -1.535 0.933
C 1.693 0.401 0.273
N -0.704 -0.377 0.205
N -2.341 1.245 -0.140
O -1.514 2.174 0.176
H 0.323 1.128 -1.010
H -3.934 -1.067 0.363
H -2.663 -1.917 -0.446
H -3.629 -0.639 -1.415
H 3.412 -0.209 -0.928
H 1.850 -0.615 -1.770
H 2.634 -1.483 -0.437
H 2.787 2.201 -0.642
H 3.209 1.947 0.973
H 1.478 2.405 0.763
H 0.181 -1.151 1.955
H -1.129 -2.078 1.110
H 0.443 -2.217 0.439
H 1.638 -0.178 1.143
H -3.363 1.442 -0.327
*
```

---

Entry 5:
Computed, not measured: a cluster of 5 separate species, C32H57N5O6 in total at a distorted geometry, with ωB97M-V with the def2-TZVPD basis set.

Summary:
**SMILES string**: CCOC(=O)CCC[C@]1(CCCN)OC(=O)O[C@@H]1CCCCO.CCCC#N.CCCC#N.CCCC#N.CCCC#N
**E_HOMO**: -9.0765 eV
**Frontier orbital gap**: 9.455 eV
**LUMO**: 0.0139 hartree
**ΔE to the lowest compared entry with this formula, charge and spin**: 0.0 kJ/mol
**Max |F|**: 0.04834 hartree/bohr
**Calculated total energy**: -53844.1734 eV

```
! wB97M-V def2-TZVPD RIJCOSX def2/J DEFGRID3
* xyz 0 1
C 7.011 0.681 1.623
C 5.875 1.665 1.351
O 4.891 0.989 0.543
C 3.826 1.717 0.171
O 3.709 2.876 0.436
C 2.810 0.871 -0.552
C 1.753 0.360 0.446
C 0.511 -0.114 -0.315
C -0.637 -0.658 0.543
C -0.136 -1.326 1.826
C 0.743 -2.563 1.554
C 0.031 -3.892 1.835
N 0.620 -5.061 1.182
O -1.384 -1.677 -0.222
C -2.611 -1.753 0.342
O -3.386 -2.602 0.147
O -2.855 -0.692 1.132
C -1.828 0.282 0.852
C -2.318 1.202 -0.277
C -2.765 2.604 0.170
C -3.746 2.729 1.341
C -5.129 2.101 1.117
O -5.246 0.859 1.811
H 6.973 -0.145 0.907
H 7.984 1.172 1.512
H 6.959 0.267 2.635
H 5.388 1.998 2.274
H 6.216 2.562 0.821
H 2.343 1.469 -1.339
H 3.322 0.014 -1.003
H 2.184 -0.442 1.054
H 1.490 1.179 1.132
H 0.173 0.722 -0.929
H 0.792 -0.902 -1.028
H 0.418 -0.584 2.411
H -0.998 -1.617 2.441
H 1.644 -2.507 2.179
H 1.070 -2.577 0.505
H 0.022 -4.070 2.918
H -1.016 -3.826 1.508
H 0.561 -4.955 0.172
H 1.607 -5.142 1.409
H -1.646 0.866 1.762
H -1.517 1.356 -1.000
H -3.118 0.687 -0.825
H -3.223 3.097 -0.699
H -1.864 3.189 0.407
H -3.329 2.317 2.270
H -3.879 3.805 1.522
H -5.284 1.924 0.041
H -5.911 2.797 1.448
H -6.096 0.833 2.267
C 5.106 3.263 -3.722
C 4.949 2.189 -4.791
C 3.549 2.177 -5.416
C 2.523 1.862 -4.424
N 1.736 1.619 -3.624
H 4.421 3.100 -2.888
H 6.120 3.266 -3.323
H 4.904 4.255 -4.132
H 5.157 1.205 -4.366
H 5.670 2.346 -5.594
H 3.477 1.445 -6.222
H 3.312 3.151 -5.851
C -0.487 0.081 7.832
C -0.676 0.747 6.475
C -1.102 -0.244 5.387
C -0.082 -1.262 5.135
N 0.721 -2.056 4.928
H 0.306 -0.667 7.796
H -0.218 0.817 8.589
H -1.403 -0.415 8.156
H 0.247 1.241 6.168
H -1.444 1.520 6.540
H -1.300 0.271 4.444
H -2.026 -0.753 5.671
C -4.641 -5.787 0.071
C -4.549 -6.328 1.492
C -3.373 -7.286 1.706
C -3.492 -8.494 0.890
N -3.584 -9.442 0.247
H -4.806 -6.594 -0.646
H -5.472 -5.088 -0.013
H -3.737 -5.249 -0.213
H -5.477 -6.843 1.754
H -4.437 -5.500 2.195
H -3.311 -7.593 2.752
H -2.424 -6.802 1.470
C -0.109 4.198 -5.168
C -0.521 4.957 -6.420
C -1.057 4.011 -7.501
C -0.016 3.070 -7.921
N 0.798 2.325 -8.238
H 0.670 3.473 -5.396
H 0.279 4.877 -4.408
H -0.949 3.652 -4.734
H 0.334 5.502 -6.826
H -1.287 5.700 -6.190
H -1.400 4.561 -8.379
H -1.905 3.437 -7.123
*
```

---

Entry 6:
Computed, not measured: the molecule C4H5FN4 at a distorted geometry, with ωB97M-V with the def2-TZVPD basis set.

Summary:
**SMILES string**: CN1N=CN(C#N)[C@H]1F
**E_HOMO**: -9.0672 eV
**Frontier orbital gap**: 9.862 eV
**LUMO**: 0.0292 hartree
**ΔE to the lowest compared entry with this formula, charge and spin**: 0.0 kJ/mol
**Max |F|**: 0.10270 hartree/bohr
**Calculated total energy**: -12904.2959 eV

```
! wB97M-V def2-TZVPD RIJCOSX def2/J DEFGRID3
* xyz 0 1
C 3.627 0.083 -0.204
C 1.766 1.460 0.320
C 1.167 -0.585 -0.510
C -1.167 -0.386 0.444
N 4.663 -0.251 0.038
N 0.467 1.397 0.390
N 2.340 0.437 -0.435
N 0.038 0.221 -0.157
F 1.399 -1.673 0.363
H 2.522 2.190 0.650
H 0.917 -0.991 -1.458
H -1.189 -1.294 0.009
H -1.063 -0.494 1.509
H -1.954 0.362 0.195
*
```

---

Entry 7:
Computed, not measured: a cluster of 2 separate species, C8H12NP in total at a distorted geometry, with ωB97M-V with the def2-TZVPD basis set.

Summary:
**E_HOMO (spin up / spin down)**: -7.3825 / -8.0890 eV
**Frontier orbital gap (spin up / spin down)**: 6.712 / 7.390 eV
**LUMO (spin up / spin down)**: -0.0246 / -0.0257 hartree
**ΔE to the lowest compared entry with this formula, charge and spin**: 216.6 kJ/mol
**Max |F|**: 0.07691 hartree/bohr
**Calculated total energy**: -19265.8355 eV

```
! wB97M-V def2-TZVPD RIJCOSX def2/J DEFGRID3
* xyz 0 1
C -1.978 1.495 -1.128
C -2.756 1.268 0.017
C -1.031 0.531 -1.479
C -2.536 0.074 0.730
C -0.744 -0.583 -0.605
C 0.557 -2.662 -0.012
C 1.934 1.369 1.275
C 0.256 -1.500 -0.851
N -1.574 -0.742 0.466
P 2.543 1.073 -0.455
H -1.956 2.465 -1.716
H -3.503 2.030 0.234
H -0.299 0.777 -2.248
H -3.209 -0.158 1.557
H 0.268 -3.544 -0.388
H 1.585 -2.678 0.266
H 0.031 -2.528 0.896
H 1.398 0.559 1.811
H 1.217 2.103 1.370
H 2.903 1.568 1.648
H 0.924 -1.406 -1.692
H 3.475 0.101 0.056
*
```

---

Entry 8:
Computed, not measured: a structure of composition C36H51BrN4O9P2PbS2 at a distorted geometry, with ωB97M-V with the def2-TZVPD basis set.

Summary:
**E_HOMO (spin up / spin down)**: -3.8751 / -3.0818 eV
**Frontier orbital gap (spin up / spin down)**: 3.763 / 2.382 eV
**LUMO (spin up / spin down)**: -0.0041 / -0.0257 hartree
**ΔE to the lowest compared entry with this formula, charge and spin**: 71.5 kJ/mol
**Max |F|**: 0.08887 hartree/bohr
**Calculated total energy**: -178089.6809 eV

```
! wB97M-V def2-TZVPD RIJCOSX def2/J DEFGRID3
* xyz 0 1
Pb -0.203 4.793 21.429
C 0.710 10.563 21.787
C -0.312 9.475 21.572
C -1.712 9.753 21.647
C -2.645 8.729 21.473
C -2.122 7.432 21.280
Br -3.301 5.950 21.121
N -0.830 7.207 21.124
C 0.090 8.198 21.274
H 0.810 11.223 20.927
H 1.679 10.105 21.967
H 0.444 11.173 22.650
H -2.037 10.772 21.828
H -3.714 8.882 21.555
H 1.124 7.884 21.185
C -5.272 2.521 20.441
C -4.607 1.834 19.247
C -4.228 2.789 18.117
O -3.419 1.106 19.699
P -2.177 1.694 20.464
O -1.976 3.174 20.244
C -2.384 1.251 22.219
P -0.818 1.538 23.084
O 0.239 2.229 22.270
O -0.379 0.135 23.690
C 0.172 -0.899 22.734
C 1.667 -0.692 22.638
C -0.204 -2.232 23.331
O -1.112 2.437 24.363
C -1.990 1.992 25.498
C -1.046 1.614 26.623
C -2.877 3.171 25.785
O -0.998 0.765 19.978
C -0.126 1.229 18.830
C 1.302 0.918 19.215
C -0.639 0.458 17.637
H -6.180 3.006 20.115
H -4.618 3.288 20.844
H -5.552 1.806 21.213
H -5.252 1.032 18.854
H -3.640 3.601 18.536
H -5.143 3.213 17.704
H -3.693 2.279 17.320
H -2.679 0.203 22.298
H -3.161 1.883 22.649
H -0.301 -0.742 21.754
H 2.101 -0.848 23.629
H 1.904 0.312 22.293
H 2.091 -1.430 21.962
H 0.323 -2.385 24.265
H 0.066 -3.028 22.647
H -1.290 -2.287 23.511
H -2.566 1.118 25.179
H -0.464 2.498 26.887
H -0.388 0.809 26.304
H -1.602 1.271 27.494
H -2.280 4.070 25.951
H -3.480 2.976 26.672
H -3.537 3.379 24.946
H -0.294 2.307 18.716
H 1.369 -0.149 19.436
H 1.604 1.514 20.069
H 1.954 1.130 18.375
H -0.461 -0.606 17.795
H -0.128 0.754 16.738
H -1.695 0.611 17.509
N 4.240 1.703 21.651
C 3.443 2.800 21.886
O 2.794 3.332 21.013
C 3.539 3.266 23.358
C 2.387 4.199 23.772
H 4.327 1.330 20.711
H 4.800 1.266 22.374
H 4.480 3.800 23.491
H 3.534 2.386 24.022
H 2.523 4.572 24.792
H 1.437 3.652 23.727
O -2.384 7.270 23.938
S -1.254 6.768 24.691
O -1.456 5.926 25.851
N -0.215 5.925 23.661
C 1.016 6.427 23.625
S 2.236 5.674 22.641
C 1.167 7.645 24.395
C 2.331 8.411 24.652
C 2.268 9.461 25.555
C 1.043 9.791 26.187
C -0.121 9.060 25.937
C -0.030 8.002 25.058
H 3.231 8.143 24.108
H 3.138 10.042 25.803
H 0.986 10.622 26.871
H -1.071 9.308 26.421
N 0.801 5.293 19.292
C 1.270 4.673 18.418
C 1.845 3.999 17.334
C 1.039 3.675 16.203
C 1.626 3.059 15.120
C 2.992 2.728 15.148
C 3.775 2.996 16.289
C 3.208 3.612 17.385
H -0.004 3.927 16.237
H 1.035 2.828 14.242
H 3.429 2.229 14.294
H 4.818 2.705 16.299
H 3.742 3.806 18.316
*
```